No. 1
{
  "formula": "C38H45CoGe2N4O2STe",
  "method": "ωB97M-V with the def2-TZVPD basis set",
  "elements": ["Co", "N", "C", "C", "C", "C", "C", "C", "S", "O", "O", "N", "C", "N", "C", "C", "C", "N", "H", "H", "H", "H", "H", "H", "H", "H", "H", "C", "C", "Ge", "C", "C", "C", "C", "Ge", "C", "C", "C", "C", "C", "C", "C", "C", "C", "C", "H", "H", "H", "H", "H", "H", "H", "H", "H", "H", "H", "H", "H", "H", "H", "H", "H", "H", "H", "H", "H", "H", "H", "H", "H", "H", "Te", "C", "C", "C", "C", "C", "C", "C", "C", "C", "C", "C", "C", "H", "H", "H", "H", "H", "H", "H", "H", "H", "H"],
  "coordinates": [[0.129, -0.983, -0.447], [5.698, 0.890, 6.496], [4.737, 0.198, 5.832], [3.458, 0.046, 6.390], [2.462, -0.594, 5.690], [2.734, -1.129, 4.442], [3.998, -1.023, 3.885], [4.986, -0.342, 4.562], [1.445, -1.991, 3.595], [0.167, -1.438, 4.054], [1.577, -3.406, 3.695], [1.438, -1.535, 2.015], [2.147, -2.209, 1.119], [1.657, -2.276, -0.142], [2.350, -3.015, -1.005], [3.537, -3.638, -0.682], [3.985, -3.454, 0.622], [3.298, -2.766, 1.502], [5.566, 1.077, 7.475], [6.640, 0.887, 6.147], [3.261, 0.430, 7.380], [1.469, -0.690, 6.097], [4.183, -1.496, 2.932], [5.969, -0.244, 4.127], [1.929, -3.135, -1.996], [4.090, -4.206, -1.409], [4.918, -3.875, 0.971], [0.594, 2.064, 1.773], [0.300, 0.962, 2.759], [-0.561, -0.784, 1.965], [-1.317, -2.768, 2.144], [-2.585, -3.080, 1.398], [-2.474, 0.155, 2.180], [-2.724, 1.023, 1.239], [-1.601, 0.627, -0.480], [-0.787, 2.300, -1.376], [-1.640, 3.238, -2.211], [-3.054, -0.028, -1.765], [-3.390, -1.505, -1.671], [-3.680, 2.130, 1.287], [-4.098, 2.617, 2.531], [-5.051, 3.613, 2.608], [-5.604, 4.153, 1.457], [-5.161, 3.711, 0.221], [-4.199, 2.720, 0.140], [1.255, 2.802, 2.225], [-0.331, 2.566, 1.489], [1.099, 1.669, 0.888], [-0.389, 1.308, 3.527], [1.206, 0.605, 3.240], [-1.465, -2.819, 3.217], [-0.493, -3.425, 1.875], [-3.337, -2.315, 1.578], [-2.986, -4.024, 1.764], [-2.406, -3.176, 0.330], [-2.988, -0.092, 3.091], [-0.005, 1.874, -2.011], [-0.275, 2.886, -0.616], [-2.208, 2.703, -2.969], [-0.990, 3.951, -2.715], [-2.321, 3.805, -1.585], [-2.699, 0.203, -2.770], [-3.973, 0.534, -1.610], [-2.490, -2.127, -1.735], [-4.052, -1.796, -2.485], [-3.880, -1.722, -0.726], [-3.671, 2.206, 3.433], [-5.372, 3.976, 3.573], [-6.362, 4.918, 1.523], [-5.572, 4.141, -0.680], [-3.852, 2.387, -0.825], [-0.132, -1.706, -2.949], [1.813, -1.028, -3.495], [2.405, -1.530, -4.647], [3.636, -1.046, -5.053], [4.280, -0.074, -4.303], [3.708, 0.394, -3.130], [2.474, -0.083, -2.726], [-1.019, -0.468, -4.460], [-2.095, -0.933, -5.208], [-2.615, -0.153, -6.227], [-2.066, 1.090, -6.497], [-0.994, 1.552, -5.750], [-0.467, 0.774, -4.736], [1.893, -2.287, -5.229], [4.083, -1.424, -5.962], [5.234, 0.317, -4.624], [4.222, 1.130, -2.530], [2.009, 0.286, -1.811], [-2.527, -1.902, -5.000], [-3.439, -0.521, -6.819], [-2.464, 1.694, -7.297], [-0.552, 2.515, -5.956], [0.376, 1.134, -4.163]],
  "spin_multiplicity": 4,
  "de_lowest_kcal_mol": 75.2,
  "energy_ha": -8046.96729,
  "charge": 1,
  "lumo_ha": [-0.094, -0.179],
  "fmax_ev_per_a": 1.61
}

=====

No. 2
{
  "formula": "C26H46O2P2Re",
  "method": "ωB97M-V with the def2-TZVPD basis set",
  "elements": ["Re", "C", "C", "C", "C", "C", "C", "H", "H", "H", "C", "H", "H", "H", "C", "H", "H", "H", "C", "H", "H", "H", "C", "H", "H", "H", "C", "C", "C", "C", "C", "C", "C", "C", "H", "H", "H", "H", "H", "H", "H", "H", "H", "H", "H", "H", "P", "P", "C", "C", "H", "H", "H", "H", "C", "H", "H", "H", "C", "H", "H", "H", "C", "H", "H", "H", "C", "H", "H", "H", "C", "O", "C", "O", "H", "H", "H"],
  "coordinates": [[0.494, 0.339, 2.278], [0.964, 0.141, 4.340], [2.042, 0.759, 3.616], [0.151, 2.097, 3.388], [-0.198, 0.968, 4.207], [1.542, 1.988, 3.052], [1.105, -1.032, 5.256], [1.887, -1.715, 4.905], [0.172, -1.603, 5.318], [1.374, -0.703, 6.272], [-1.461, 0.811, 5.006], [-1.449, -0.133, 5.573], [-2.347, 0.809, 4.357], [-1.551, 1.642, 5.729], [-0.785, 3.234, 3.089], [-0.767, 3.961, 3.912], [-1.807, 2.856, 2.990], [-0.492, 3.740, 2.164], [2.384, 3.013, 2.362], [2.769, 3.750, 3.079], [1.804, 3.550, 1.610], [3.244, 2.547, 1.880], [3.459, 0.279, 3.656], [4.030, 0.753, 4.466], [3.972, 0.490, 2.715], [3.496, -0.800, 3.821], [-0.616, -1.529, 1.530], [0.540, -2.129, 2.055], [1.813, -2.467, 1.342], [2.229, -1.466, 0.230], [1.824, -0.023, 0.462], [0.604, 0.607, 0.055], [-0.561, -0.078, -0.599], [-0.972, -1.407, 0.066], [1.720, -3.480, 0.903], [1.869, -1.809, -0.752], [2.617, -2.518, 2.087], [-0.541, -2.257, -0.485], [-1.604, -1.897, 2.357], [0.369, -2.669, 2.997], [-2.073, -1.487, -0.008], [-1.408, 0.616, -0.558], [0.751, 1.651, -0.228], [-0.342, -0.234, -1.670], [3.329, -1.469, 0.187], [2.689, 0.660, 0.463], [-0.845, -0.449, -4.452], [-0.566, 2.196, -5.840], [-0.930, -0.507, -6.343], [-1.279, 0.848, -6.931], [-1.686, -1.248, -6.634], [0.043, -0.854, -6.717], [-0.857, 0.956, -7.941], [-2.367, 0.998, -7.005], [-1.380, 3.479, -6.908], [-0.993, 4.471, -6.645], [-2.466, 3.459, -6.755], [-1.160, 3.269, -7.959], [0.998, 2.266, -6.842], [0.741, 2.241, -7.907], [1.656, 1.423, -6.601], [1.510, 3.209, -6.619], [-2.379, -1.474, -4.314], [-2.560, -1.768, -3.277], [-2.271, -2.363, -4.949], [-3.227, -0.876, -4.678], [0.461, -1.750, -4.386], [1.401, -1.313, -4.755], [0.177, -2.593, -5.031], [0.608, -2.090, -3.355], [-2.720, -3.310, 5.332], [-1.828, -2.956, 4.250], [-2.288, -2.039, 3.411], [-3.277, -1.382, 3.588], [-3.734, -3.475, 4.946], [-2.736, -2.507, 6.082], [-2.314, -4.219, 5.759]],
  "spin_multiplicity": 4,
  "de_lowest_kcal_mol": 0.0,
  "energy_ha": -1928.95663,
  "charge": 2,
  "lumo_ha": [-0.312, -0.340],
  "fmax_ev_per_a": 7.10
}

=====

No. 3
{
  "formula": "C3H6OS2",
  "method": "ωB97M-V with the def2-TZVPD basis set",
  "elements": ["C", "S", "O", "S", "C", "C", "H", "H", "H", "H", "H", "H"],
  "coordinates": [[-1.637, 2.960, 1.413], [-0.898, 1.573, 0.984], [0.526, 1.667, 0.639], [-1.052, -1.005, 0.752], [0.599, -1.130, 0.185], [0.661, -1.122, -1.365], [-2.710, 2.803, 1.665], [1.172, -0.293, 0.601], [1.181, -1.978, 0.495], [0.697, -2.243, -1.727], [-0.145, -0.564, -1.782], [1.606, -0.668, -1.859]],
  "de_lowest_kcal_mol": 134.5,
  "energy_ha": -989.31425,
  "charge": 0,
  "lumo_ha": [-0.099, -0.099],
  "smiles": "C#S(=O)SCC",
  "fmax_ev_per_a": 3.16
}

=====

No. 4
{
  "formula": "C4H7NO2",
  "method": "ωB97M-V with the def2-TZVPD basis set",
  "elements": ["C", "N", "C", "O", "H", "H", "H", "C", "C", "O", "H", "H", "H", "H"],
  "coordinates": [[-0.307, 1.495, 0.156], [-0.478, 0.889, 1.267], [-1.534, -0.053, 1.276], [-2.008, -0.573, 0.294], [-0.995, 1.396, -0.689], [0.561, 2.144, 0.039], [-1.841, -0.338, 2.294], [0.337, -1.188, -1.141], [1.348, -0.382, -0.824], [2.028, -0.364, 0.362], [-0.189, -1.071, -2.083], [-0.024, -1.957, -0.467], [1.723, 0.363, -1.525], [1.395, -0.367, 1.097]],
  "de_lowest_kcal_mol": 67.7,
  "energy_ha": -361.77305,
  "charge": 0,
  "lumo_ha": -0.010,
  "smiles": "C=NC=O.C=CO",
  "fmax_ev_per_a": 0.59
}

=====

No. 5
{
  "formula": "C2H2OS3",
  "method": "ωB97M-V with the def2-TZVPD basis set",
  "elements": ["O", "C", "S", "C", "S", "S", "H", "H"],
  "coordinates": [[1.702, 1.095, -0.294], [0.520, 0.591, -0.589], [-0.215, 0.900, -2.011], [-0.066, -0.305, 0.508], [0.783, -0.525, 1.904], [-1.597, -1.046, 0.301], [1.929, 0.807, 0.627], [-1.802, -0.535, -0.906]],
  "de_lowest_kcal_mol": 1.7,
  "energy_ha": -1347.18891,
  "charge": 0,
  "lumo_ha": -0.070,
  "smiles": "OC(=S)C(=S)S",
  "fmax_ev_per_a": 0.71
}

=====

No. 6
{
  "formula": "C5H8O",
  "method": "ωB97M-V with the def2-TZVPD basis set",
  "elements": ["C", "C", "C", "C", "O", "C", "H", "H", "H", "H", "H", "H", "H", "H"],
  "coordinates": [[-2.531, 0.445, 0.339], [-1.176, 0.200, 0.279], [-0.214, 0.601, -0.641], [1.150, -0.055, -0.769], [1.098, -1.041, -1.673], [1.752, -0.537, 0.570], [-3.013, 0.006, 1.193], [-3.058, 0.787, -0.541], [-0.915, -0.459, 1.112], [-0.561, 1.399, -1.298], [1.809, 0.763, -1.141], [1.053, -1.247, 1.041], [1.975, 0.227, 1.317], [2.631, -1.088, 0.214]],
  "de_lowest_kcal_mol": 116.2,
  "energy_ha": -270.37265,
  "charge": 0,
  "lumo_ha": -0.088,
  "fmax_ev_per_a": 3.23
}

=====

No. 7
{
  "formula": "C4H12O3",
  "method": "ωB97M-V with the def2-TZVPD basis set",
  "elements": ["C", "C", "C", "C", "O", "H", "H", "H", "H", "H", "H", "H", "H", "O", "H", "H", "O", "H", "H"],
  "coordinates": [[0.688, 0.526, -2.190], [0.016, -0.427, -1.226], [-0.407, -1.765, -1.837], [-1.103, 0.192, -0.485], [-1.000, 1.309, 0.002], [1.732, 0.319, -2.374], [0.640, 1.598, -1.936], [0.203, 0.431, -3.181], [0.728, -0.727, -0.379], [0.488, -2.255, -2.235], [-1.175, -1.621, -2.620], [-0.960, -2.426, -1.148], [-2.007, -0.340, -0.151], [1.135, -1.213, 2.106], [1.611, -1.837, 2.661], [1.027, -0.376, 2.576], [0.190, 1.518, 2.740], [-0.549, 0.990, 2.402], [0.261, 2.075, 1.949]],
  "de_lowest_kcal_mol": 10.0,
  "energy_ha": -385.30589,
  "charge": 0,
  "lumo_ha": 0.025,
  "smiles": "CC(C)C=O.O.O",
  "fmax_ev_per_a": 2.63
}

=====

No. 8
{
  "formula": "C23H21F6N3Ru",
  "method": "ωB97M-V with the def2-TZVPD basis set",
  "elements": ["Ru", "C", "C", "N", "C", "C", "C", "C", "N", "C", "C", "F", "C", "F", "C", "C", "F", "C", "F", "H", "H", "H", "H", "H", "H", "H", "H", "H", "H", "H", "H", "H", "H", "H", "F", "C", "C", "C", "C", "C", "F", "C", "C", "C", "C", "C", "C", "N", "H", "H", "H", "H", "H", "H"],
  "coordinates": [[-0.855, -0.480, -0.295], [0.261, -2.824, -1.621], [0.352, -3.244, -0.166], [-0.384, -2.325, 0.752], [-1.746, -2.842, 1.100], [-1.796, -4.224, 1.742], [0.439, -2.001, 1.949], [0.025, -0.668, 2.492], [0.018, 0.245, 1.353], [-0.039, 1.620, 1.537], [0.302, 2.451, 0.465], [0.693, 1.879, -0.697], [0.328, 3.824, 0.564], [0.687, 4.536, -0.504], [0.000, 4.457, 1.747], [-0.342, 3.660, 2.817], [-0.686, 4.214, 3.981], [-0.373, 2.280, 2.720], [-0.783, 1.575, 3.794], [0.885, -3.476, -2.233], [0.658, -1.810, -1.768], [-0.754, -2.868, -2.017], [1.396, -3.240, 0.138], [-0.015, -4.259, -0.033], [-2.336, -2.841, 0.179], [-2.197, -2.114, 1.769], [-1.568, -5.027, 1.043], [-2.807, -4.397, 2.112], [-1.120, -4.305, 2.594], [1.471, -1.927, 1.613], [0.380, -2.791, 2.701], [0.743, -0.345, 3.248], [-0.941, -0.748, 3.005], [0.014, 5.534, 1.831], [-0.939, -0.115, -5.625], [-1.595, -0.051, -4.464], [-0.871, 0.019, -3.284], [-1.571, 0.082, -2.089], [-2.976, 0.130, -2.078], [-3.647, 0.025, -3.287], [-4.988, 0.016, -3.309], [-2.977, -0.067, -4.492], [-3.577, 0.375, -0.760], [-4.849, 0.870, -0.527], [-5.220, 1.201, 0.765], [-4.318, 1.025, 1.802], [-3.070, 0.514, 1.510], [-2.704, 0.191, 0.264], [0.212, 0.021, -3.326], [-3.520, -0.138, -5.424], [-5.529, 1.012, -1.353], [-6.205, 1.603, 0.958], [-4.568, 1.277, 2.822], [-2.343, 0.346, 2.285]],
  "spin_multiplicity": 2,
  "energy_ha": -1747.08880,
  "charge": 1,
  "lumo_ha": [-0.158, -0.154],
  "fmax_ev_per_a": 0.99
}

=====

No. 9
{
  "formula": "C27H58IN4O23P5S2",
  "method": "ωB97M-V with the def2-TZVPD basis set",
  "elements": ["C", "C", "O", "C", "N", "C", "C", "O", "C", "C", "N", "C", "S", "C", "I", "C", "O", "C", "N", "S", "N", "C", "H", "H", "H", "H", "H", "H", "H", "H", "H", "H", "H", "H", "H", "C", "O", "P", "O", "O", "C", "O", "C", "H", "H", "H", "H", "H", "H", "H", "H", "H", "C", "O", "P", "O", "O", "C", "O", "C", "H", "H", "H", "H", "H", "H", "H", "H", "H", "C", "O", "P", "O", "O", "C", "O", "C", "H", "H", "H", "H", "H", "H", "H", "H", "H", "C", "O", "P", "O", "O", "C", "O", "C", "H", "H", "H", "H", "H", "H", "H", "H", "H", "C", "O", "P", "O", "O", "C", "O", "C", "H", "H", "H", "H", "H", "H", "H", "H", "H"],
  "coordinates": [[-0.257, -4.615, 4.749], [-1.634, -4.380, 4.107], [-2.143, -5.546, 3.457], [-1.464, -3.318, 3.020], [-1.316, -1.950, 3.601], [-0.976, -1.047, 2.481], [0.395, -0.416, 2.592], [1.443, -1.398, 2.368], [2.286, -0.951, 1.385], [2.242, -1.527, 0.156], [1.301, -2.597, -0.064], [1.714, -3.653, 0.378], [2.099, -4.836, 1.309], [3.106, -1.043, -0.894], [2.997, -1.981, -2.765], [3.956, -0.011, -0.663], [4.762, 0.480, -1.670], [4.036, 0.580, 0.631], [4.796, 1.595, 1.053], [4.440, 1.844, 2.591], [3.298, 0.712, 2.861], [3.195, 0.114, 1.686], [-0.097, -3.952, 5.596], [0.512, -4.475, 3.988], [-0.181, -5.657, 5.079], [-2.363, -4.002, 4.835], [-1.725, -6.309, 3.864], [-0.542, -3.512, 2.467], [-2.297, -3.281, 2.307], [-2.270, -1.716, 3.853], [-1.003, -1.570, 1.517], [-1.704, -0.230, 2.433], [0.436, 0.397, 1.860], [0.590, 0.036, 3.567], [4.271, 1.219, -2.050], [-6.725, 2.312, -0.432], [-5.625, 1.676, -1.110], [-5.175, 0.172, -0.557], [-4.451, 0.585, 0.684], [-4.199, -0.022, -1.832], [-3.113, 0.885, -2.012], [-5.153, -1.463, -0.261], [-6.087, -2.351, -0.894], [-7.007, 3.192, -1.005], [-7.584, 1.645, -0.370], [-6.420, 2.616, 0.569], [-2.799, 1.326, -1.067], [-3.400, 1.674, -2.708], [-2.281, 0.326, -2.437], [-5.996, -2.295, -1.983], [-7.107, -2.099, -0.599], [-5.869, -3.366, -0.571], [-6.757, -10.350, 1.332], [-5.854, -9.538, 0.562], [-6.112, -7.895, 0.604], [-7.303, -7.850, -0.298], [-4.731, -7.569, -0.163], [-4.552, -8.060, -1.492], [-6.221, -6.335, 1.172], [-5.573, -5.980, 2.419], [-6.366, -11.365, 1.345], [-6.829, -9.990, 2.358], [-7.745, -10.350, 0.870], [-5.505, -8.221, -1.995], [-3.985, -8.990, -1.474], [-3.982, -7.318, -2.049], [-4.500, -6.179, 2.374], [-6.014, -6.538, 3.247], [-5.730, -4.918, 2.588], [6.877, 2.889, -1.081], [7.952, 3.530, -1.803], [8.077, 5.165, -1.627], [6.953, 5.665, -2.457], [9.509, 5.193, -2.379], [9.562, 4.847, -3.760], [8.450, 6.511, -0.747], [9.169, 6.319, 0.492], [7.017, 1.815, -1.151], [6.888, 3.176, -0.032], [5.919, 3.155, -1.526], [8.608, 5.027, -4.256], [9.840, 3.798, -3.869], [10.326, 5.464, -4.229], [10.126, 5.826, 0.309], [8.570, 5.725, 1.184], [9.353, 7.295, 0.933], [-5.669, -1.695, -5.946], [-6.560, -2.668, -6.524], [-6.290, -4.249, -6.112], [-5.081, -4.582, -6.905], [-7.675, -4.719, -6.796], [-7.815, -4.602, -8.210], [-6.327, -5.496, -5.035], [-7.067, -5.295, -3.809], [-6.067, -0.706, -6.164], [-5.606, -1.815, -4.864], [-4.676, -1.789, -6.386], [-6.848, -4.623, -8.712], [-8.335, -3.675, -8.455], [-8.413, -5.443, -8.556], [-8.112, -5.070, -4.034], [-6.623, -4.479, -3.235], [-7.018, -6.205, -3.216], [7.353, 10.562, 1.096], [6.794, 11.081, 2.306], [7.551, 10.562, 3.720], [6.937, 9.193, 3.636], [6.705, 11.612, 4.612], [5.281, 11.580, 4.543], [8.489, 10.171, 5.056], [9.652, 10.983, 5.321], [6.889, 11.072, 0.255], [8.428, 10.737, 1.070], [7.149, 9.493, 1.029], [4.916, 10.596, 4.249], [4.927, 12.329, 3.833], [4.896, 11.823, 5.532], [9.368, 12.028, 5.472], [10.367, 10.910, 4.499], [10.122, 10.611, 6.227]],
  "energy_ha": -5813.84332,
  "charge": 0,
  "lumo_ha": -0.071,
  "fmax_ev_per_a": 8.65
}